Entry 1:
86
Properties=species:S:1:pos:R:3:mulliken_charge:R:1 method="wB97M-V/def2-TZVPD" lumo_energy_ev=-2.5 multiplicity=1 charge=0 de_lowest_kj_mol=0.0
Mg 0.50493 -3.19110 1.93193 1.290
Mg -0.31919 0.46874 3.27092 0.580
N -0.62240 0.40234 1.42427 0.944
S 0.44515 -0.33331 0.25632 -0.752
O 0.41531 0.07992 -1.10648 0.628
O 0.74112 -1.71383 0.58122 -0.833
F 1.75901 0.42196 0.74463 -0.011
S -1.76853 0.61407 0.35757 0.159
O -2.46611 -0.47349 -0.27040 -0.441
O -1.77243 1.85413 -0.36510 -0.329
F -2.82524 0.97006 1.57382 -0.412
N -1.19266 -6.65273 0.41383 -0.512
S -1.25979 -5.10240 -0.24944 0.968
O -0.61785 -4.07001 0.56353 -0.012
O -2.40199 -4.76622 -1.04786 -0.447
F -0.17049 -5.41140 -1.32088 -0.255
S -2.45687 -6.45287 1.38527 1.087
O -3.71843 -6.64364 0.73509 -0.581
O -2.39722 -5.42622 2.38681 -0.498
F -2.31250 -7.80296 2.18159 -0.271
N 1.40931 0.32778 4.00102 0.143
S 2.23455 -1.12885 3.93393 1.146
O 1.37670 -2.09182 3.26961 -0.610
O 3.06450 -1.56379 4.99836 -0.508
F 3.22924 -0.71918 2.79139 -0.103
S 2.18736 0.99919 5.24044 0.945
O 3.46235 1.55223 4.88531 -0.536
O 2.02620 0.41671 6.53068 -0.516
F 1.23349 2.28046 5.33226 -0.302
N -1.43828 -0.41734 4.46697 0.415
S -2.09141 -1.90199 3.82117 1.114
O -2.88033 -2.74376 4.66267 -0.482
O -1.20593 -2.49545 2.82471 -0.407
F -3.15886 -1.24229 2.88316 -0.174
S -2.40099 -0.31974 5.73852 0.850
O -1.92648 -1.05765 6.85569 -0.538
O -3.79688 -0.17928 5.52736 -0.494
F -1.89635 1.17013 6.05682 -0.288
Cl 4.23807 -0.08796 -0.50071 -0.017
C 5.92135 -0.50832 -0.65407 -0.707
C 6.36245 -0.57069 -2.11524 -0.434
Cl 5.88514 -2.11767 -2.87134 -0.224
H 6.14254 -1.41856 -0.10083 0.329
H 6.46834 0.27140 -0.12160 0.301
H 7.44807 -0.51503 -2.17170 0.361
H 5.96340 0.22642 -2.73590 0.310
Cl 2.12364 0.87461 -2.71710 -0.222
C 1.58220 -0.70752 -3.24882 -0.052
C 2.56666 -1.33109 -4.23640 -0.040
Cl 2.79420 -0.27480 -5.69061 -0.229
H 0.59700 -0.69147 -3.72049 0.200
H 1.37228 -1.27588 -2.34247 0.051
H 2.14367 -2.27509 -4.56786 0.350
H 3.55413 -1.43454 -3.79907 -0.152
Cl -1.33983 5.05057 -1.80081 -0.179
C 0.00232 3.94954 -2.12379 0.784
C -0.06837 3.38816 -3.54272 -0.547
Cl -1.33704 2.15049 -3.80548 -0.145
H -0.13962 3.08455 -1.47448 -0.760
H 0.93770 4.44535 -1.88263 0.205
H 0.86249 2.93362 -3.86475 0.237
H -0.31036 4.19204 -4.23543 0.452
Cl -5.05496 2.12452 -0.40364 -0.174
C -4.40812 3.63143 -1.14194 0.508
C -4.94483 3.72444 -2.57016 -0.325
Cl -6.73375 3.85245 -2.56992 -0.208
H -3.34011 3.44650 -1.18074 -0.737
H -4.69031 4.44259 -0.48080 0.401
H -4.67288 2.86224 -3.17133 0.226
H -4.54710 4.61336 -3.05796 0.321
Cl 4.80780 3.73708 0.76430 -0.200
C 3.11250 3.78231 0.20779 0.096
C 2.33321 3.61545 1.53148 -0.476
Cl 0.56375 3.48096 1.18682 -0.085
H 2.97145 2.94391 -0.46668 -0.192
H 2.93815 4.76770 -0.20967 0.378
H 2.30418 4.51774 2.13264 0.524
H 2.67013 2.74868 2.08972 0.086
Cl -0.97630 -2.23568 -3.45122 -0.186
C -2.48913 -1.27504 -3.59162 0.297
C -3.60972 -1.75928 -2.72514 0.102
Cl -4.50534 -3.07367 -3.54495 -0.208
H -2.76317 -1.40946 -4.63526 0.667
H -2.16527 -0.25859 -3.37880 -0.797
H -4.33375 -1.00831 -2.42295 0.299
H -3.22884 -2.28585 -1.85236 -0.142

---

Entry 2:
21
Properties=species:S:1:pos:R:3:mulliken_charge:R:1 method="wB97M-V/def2-TZVPD" lumo_energy_ev=1.0 multiplicity=1 charge=0 smiles="C=CCO.C=NCC" de_lowest_kj_mol=295.7
C -0.90170 0.64923 -1.16747 -0.814
C -0.92866 1.96764 -0.85770 -0.140
C -1.87588 2.48809 0.14815 -0.354
O -1.10567 3.17987 1.13931 -0.518
H -0.06731 0.20420 -1.68106 0.405
H -1.74932 0.01519 -0.88678 0.264
H -0.19529 2.68922 -1.21296 0.344
H -2.64005 3.18082 -0.23122 0.265
H -2.40266 1.63069 0.58970 0.243
H -1.73496 3.57916 1.69302 0.288
C 2.39897 -0.15295 0.14323 -0.282
N 1.84693 -1.16842 -0.45276 -0.340
C 1.46498 -2.32634 0.39339 -0.400
C -0.02556 -2.66851 0.08558 -0.866
H 2.60941 -0.13701 1.22095 0.238
H 2.73113 0.69512 -0.48539 0.271
H 2.04990 -3.19660 0.03377 0.204
H 1.67587 -2.21258 1.47160 0.418
H -0.30728 -3.45071 0.79812 0.362
H -0.77040 -1.84126 0.15799 0.140
H -0.07244 -3.12481 -0.89948 0.273

---

Number 1: HOMO -10.31 eV. Number 2: HOMO -9.48 eV.